[1]
{
  "formula": "C31H60F3N9O12SV",
  "method": "the ωB97M-V functional and the def2-TZVPD basis",
  "species": ["V", "N", "O", "O", "O", "N", "O", "O", "O", "N", "O", "O", "O", "C", "F", "F", "F", "S", "O", "O", "O", "N", "C", "C", "C", "C", "H", "H", "H", "H", "H", "N", "C", "C", "C", "C", "H", "H", "H", "H", "H", "N", "C", "C", "C", "C", "H", "H", "H", "H", "H", "C", "C", "N", "C", "C", "C", "C", "H", "H", "H", "H", "H", "H", "H", "H", "H", "H", "H", "H", "H", "H", "H", "C", "C", "N", "C", "C", "C", "C", "H", "H", "H", "H", "H", "H", "H", "H", "H", "H", "H", "H", "H", "H", "H", "C", "C", "N", "C", "C", "C", "C", "H", "H", "H", "H", "H", "H", "H", "H", "H", "H", "H", "H", "H", "H", "H"],
  "xyz": [[-1.592, 1.210, -2.247], [-1.291, -1.441, -4.138], [-0.298, -2.080, -3.802], [-1.390, -0.190, -3.845], [-2.288, -2.044, -4.524], [0.404, 0.597, -0.483], [1.048, 0.031, 0.363], [-0.478, 1.474, -0.243], [0.415, 0.329, -1.699], [-4.089, 1.971, -1.894], [-5.208, 2.304, -1.681], [-3.123, 2.137, -1.080], [-3.644, 1.343, -2.882], [-4.049, -1.918, 0.026], [-4.940, -1.689, -0.929], [-4.223, -1.030, 1.012], [-4.226, -3.140, 0.518], [-2.288, -1.804, -0.583], [-1.477, -1.837, 0.608], [-2.138, -2.893, -1.493], [-2.146, -0.496, -1.258], [0.961, -2.061, 2.562], [1.530, -3.299, 2.726], [1.402, -3.663, 4.043], [0.611, -2.672, 4.680], [0.363, -1.714, 3.731], [0.956, -1.498, 1.725], [1.903, -3.809, 1.853], [1.735, -4.609, 4.441], [0.394, -2.597, 5.733], [-0.172, -0.785, 3.837], [3.199, 2.661, 3.311], [2.471, 1.493, 3.297], [2.306, 1.107, 4.605], [2.911, 2.096, 5.424], [3.543, 2.978, 4.595], [3.509, 3.200, 2.525], [2.213, 1.085, 2.333], [1.749, 0.253, 4.952], [2.993, 2.030, 6.497], [4.162, 3.828, 4.827], [5.786, -0.505, -0.714], [6.592, -1.342, -1.433], [5.791, -1.991, -2.335], [4.504, -1.377, -2.300], [4.528, -0.504, -1.236], [6.120, 0.065, 0.040], [7.610, -1.521, -1.132], [6.028, -2.818, -2.984], [3.683, -1.697, -2.920], [3.725, 0.076, -0.811], [1.200, -3.332, -1.053], [1.308, -4.566, -1.946], [0.043, -5.279, -2.166], [0.450, -6.446, -2.962], [-0.730, -7.174, -3.608], [-0.479, -5.821, -0.884], [0.534, -6.338, 0.150], [0.622, -2.475, -1.391], [2.152, -2.907, -0.716], [0.731, -3.634, -0.110], [1.689, -4.182, -2.894], [2.065, -5.214, -1.488], [1.050, -7.203, -2.431], [1.094, -6.090, -3.771], [-1.407, -7.579, -2.850], [-0.423, -8.120, -4.069], [-1.264, -6.552, -4.322], [-1.042, -5.009, -0.418], [-1.246, -6.571, -1.065], [1.472, -6.771, -0.191], [0.712, -5.589, 0.923], [0.073, -7.137, 0.745], [-2.132, 2.645, -5.429], [-0.743, 2.621, -4.801], [-0.684, 2.829, -3.335], [0.743, 2.920, -2.948], [1.570, 4.018, -3.649], [-1.395, 4.070, -2.921], [-1.034, 4.626, -1.565], [-2.733, 3.504, -5.128], [-2.667, 1.740, -5.132], [-2.148, 2.609, -6.518], [-0.248, 1.699, -5.096], [-0.186, 3.447, -5.254], [0.809, 3.188, -1.897], [1.296, 2.001, -3.115], [2.069, 3.681, -4.555], [0.995, 4.935, -3.799], [2.379, 4.356, -2.996], [-2.463, 3.852, -2.899], [-1.323, 4.864, -3.673], [-1.012, 3.912, -0.739], [-1.824, 5.301, -1.213], [-0.163, 5.280, -1.483], [-1.868, 1.179, 2.848], [-2.039, 2.661, 2.482], [-2.157, 3.635, 3.555], [-3.384, 3.431, 4.322], [-3.956, 4.788, 4.730], [-1.020, 3.757, 4.457], [0.256, 4.157, 3.740], [-0.807, 0.938, 2.732], [-2.342, 0.478, 2.161], [-2.171, 0.945, 3.870], [-1.224, 2.885, 1.793], [-2.938, 2.726, 1.864], [-4.150, 2.928, 3.730], [-3.227, 2.790, 5.203], [-4.337, 5.250, 3.819], [-4.817, 4.719, 5.406], [-3.279, 5.441, 5.281], [-0.799, 2.783, 4.935], [-1.304, 4.392, 5.297], [0.577, 3.424, 3.006], [1.023, 4.192, 4.518], [0.166, 5.150, 3.295]],
  "forces_ev_per_angstrom": [[0.0, -3.6, 1.1], [-1.0, -3.3, 2.5], [0.7, 1.4, -0.7], [0.3, 2.7, -0.1], [0.0, 1.3, -0.9], [-1.7, 0.0, -0.4], [0.4, 0.5, -0.2], [-0.6, 1.0, 0.7], [0.8, -0.8, -1.3], [1.6, -0.8, 0.9], [-0.3, 0.1, -0.3], [0.7, 1.2, 1.2], [-0.4, -0.3, -2.3], [1.2, 0.4, 0.0], [-0.2, 0.0, -0.1], [-0.3, 0.1, 0.0], [-0.2, -0.1, 0.0], [1.3, -0.2, -0.2], [-0.5, 0.0, 0.3], [-0.5, -0.2, -0.1], [-1.0, 0.5, 0.2], [-0.3, -0.6, 0.5], [0.2, 0.5, -0.4], [-0.3, -0.6, -0.4], [0.6, 0.2, 0.0], [-0.1, 0.7, 0.4], [-0.3, -0.3, -0.1], [0.3, -0.1, 0.2], [0.0, 0.1, 0.1], [-0.3, -0.1, -0.1], [0.0, 0.0, -0.1], [0.6, -0.1, 0.3], [0.4, 0.4, -0.1], [-0.6, 0.2, -0.3], [0.6, -0.7, 0.1], [-0.5, 0.5, 0.2], [-0.1, -0.2, -0.2], [-0.3, -0.3, 0.2], [0.1, -0.1, -0.1], [0.0, 0.2, 0.0], [-0.1, 0.1, -0.1], [0.4, 0.4, -0.1], [-0.2, -0.9, 0.5], [-0.2, 0.4, -0.8], [0.4, -0.6, 0.8], [-0.6, 0.0, -0.5], [-0.2, 0.1, 0.0], [0.0, 0.0, 0.0], [0.4, 0.1, -0.1], [-0.2, 0.3, 0.2], [0.1, 0.1, 0.0], [-0.4, 0.0, 1.5], [0.0, 1.8, 0.3], [1.2, -1.7, 0.5], [-0.6, -0.3, -1.2], [0.0, -0.7, 0.5], [-0.3, 1.1, 0.3], [-0.6, -0.5, 1.0], [-0.2, -0.3, -0.6], [0.3, -0.3, -0.5], [-0.2, 0.1, -0.1], [-0.1, -0.5, -0.3], [0.1, -0.1, -0.2], [0.0, 0.3, 0.4], [0.0, 0.1, 0.0], [-0.3, 0.6, 0.0], [0.4, 0.3, -0.4], [-0.1, 0.0, 0.1], [0.1, 0.0, 0.0], [0.2, -0.1, -0.4], [0.0, 0.2, -0.3], [0.4, 0.2, -0.3], [-0.1, -0.1, -0.2], [-0.7, -0.8, 0.6], [-0.2, 0.9, -1.3], [0.2, -0.1, 0.2], [1.3, 1.0, -0.1], [0.0, 0.4, 0.2], [-0.7, 0.4, -0.1], [-0.4, 0.8, 1.3], [0.1, 0.0, 0.0], [-0.1, 0.1, 0.1], [0.6, 0.2, 0.0], [0.1, -0.1, 0.5], [0.2, 0.0, 0.0], [-0.3, -0.5, 0.2], [-0.6, -0.4, 0.1], [-0.3, 0.1, -0.2], [-0.1, -0.1, -0.4], [0.0, -0.3, 0.2], [0.0, -0.2, -0.1], [0.4, -0.1, -0.1], [0.2, -0.3, -0.3], [-0.3, -0.1, -0.4], [0.4, -0.4, -0.4], [0.9, -0.1, 0.1], [-0.3, -0.7, -0.8], [-0.5, -0.1, 0.1], [-0.1, 0.5, 0.4], [-0.8, -0.1, 0.3], [0.1, -1.3, -0.5], [0.0, 0.6, 0.9], [0.0, -0.1, 0.4], [-0.3, 0.2, 0.0], [-0.1, 0.0, 0.0], [0.0, 0.4, 0.2], [-0.1, 0.3, 0.1], [0.2, -0.1, -0.2], [0.1, 0.0, 0.0], [0.3, 0.4, 0.1], [0.0, -0.4, -0.1], [0.4, 0.0, -0.4], [-0.1, 0.0, 0.0], [0.2, 0.4, -0.3], [-0.2, 0.0, -0.1], [0.2, 0.1, -0.2], [0.0, -0.1, -0.2]],
  "lowdin_spin": [1.959, 0.000, 0.000, -0.005, -0.001, 0.003, 0.005, -0.012, -0.011, 0.006, 0.016, -0.016, -0.011, 0.001, 0.000, 0.000, 0.000, 0.005, 0.002, 0.002, 0.026, 0.000, 0.000, 0.000, 0.000, 0.000, 0.000, 0.000, 0.000, 0.000, 0.000, 0.000, 0.000, 0.000, 0.000, 0.000, 0.000, 0.000, 0.000, 0.000, 0.000, 0.000, 0.000, 0.000, 0.000, 0.000, 0.000, 0.000, 0.000, 0.000, 0.000, 0.000, 0.000, 0.000, 0.000, 0.000, 0.000, 0.000, 0.000, 0.000, 0.000, 0.000, 0.000, 0.000, 0.000, 0.000, 0.000, 0.000, 0.000, 0.000, 0.000, 0.000, 0.000, 0.001, 0.005, 0.007, 0.003, 0.000, 0.008, 0.001, 0.000, 0.000, 0.000, 0.000, 0.000, 0.000, 0.000, 0.000, 0.000, 0.000, 0.001, 0.001, 0.000, 0.000, 0.000, 0.000, 0.000, 0.000, 0.000, 0.000, 0.000, 0.000, 0.000, 0.000, 0.000, 0.000, 0.000, 0.000, 0.000, 0.000, 0.000, 0.000, 0.000, 0.000, 0.000, 0.000, 0.000],
  "charge": -1,
  "s2": 2.01,
  "spin_multiplicity": 3
}


[2]
{
  "formula": "C26H51IrN2OP2",
  "method": "the ωB97M-V functional and the def2-TZVPD basis",
  "species": ["Ir", "P", "P", "N", "C", "H", "H", "C", "H", "H", "C", "H", "H", "C", "H", "H", "C", "C", "H", "H", "H", "C", "C", "H", "H", "H", "C", "C", "H", "H", "H", "C", "C", "H", "H", "H", "C", "C", "H", "H", "H", "C", "H", "H", "H", "C", "H", "H", "H", "C", "H", "H", "H", "H", "H", "H", "H", "O", "H", "H", "C", "N", "C", "C", "C", "C", "C", "C", "C", "C", "H", "H", "H", "H", "H", "H", "H", "H", "H", "H", "H", "H", "H"],
  "xyz": [[-0.501, 0.177, -0.581], [-0.397, -2.056, -1.188], [-0.448, 2.554, -0.869], [1.265, 0.308, -1.735], [1.228, -2.168, -2.062], [1.835, -3.013, -1.699], [1.029, -2.347, -3.128], [2.043, -0.861, -1.984], [2.901, -1.000, -1.275], [2.562, -0.690, -2.964], [2.067, 1.485, -1.573], [2.819, 1.473, -2.392], [2.678, 1.507, -0.635], [1.234, 2.772, -1.647], [1.078, 2.991, -2.712], [1.789, 3.615, -1.216], [-0.405, 3.580, 0.690], [-1.745, 3.577, 1.450], [-1.537, 3.701, 2.523], [-2.324, 2.645, 1.339], [-2.373, 4.420, 1.142], [-1.661, 3.272, -2.071], [-3.076, 3.462, -1.507], [-3.746, 3.713, -2.342], [-3.120, 4.299, -0.799], [-3.471, 2.559, -1.023], [-1.666, -2.654, -2.401], [-3.049, -2.925, -1.797], [-3.755, -3.083, -2.625], [-3.430, -2.090, -1.198], [-3.061, -3.838, -1.187], [-0.298, -3.221, 0.252], [-1.499, -3.118, 1.196], [-1.226, -3.574, 2.161], [-2.372, -3.661, 0.810], [-1.801, -2.080, 1.407], [-2.311, 0.169, -0.247], [-1.163, 4.576, -2.697], [-1.088, 5.374, -1.948], [-0.196, 4.459, -3.195], [-1.893, 4.894, -3.451], [-1.219, -3.863, -3.228], [-1.987, -4.050, -3.990], [-0.271, -3.699, -3.747], [-1.132, -4.765, -2.612], [0.003, -4.663, -0.150], [0.326, -5.215, 0.744], [-0.879, -5.183, -0.546], [0.811, -4.740, -0.885], [0.128, 4.998, 0.499], [-0.635, 5.677, 0.103], [0.422, 5.382, 1.484], [1.011, 5.029, -0.143], [0.316, 3.013, 1.304], [0.565, -2.825, 0.817], [-1.713, 2.494, -2.851], [-1.762, -1.786, -3.075], [-3.460, 0.194, -0.022], [-0.387, 0.388, -3.294], [-0.932, 0.335, -2.714], [2.788, -3.316, 2.435], [2.343, -1.942, 2.787], [3.214, -1.472, 3.903], [2.336, -0.942, 1.606], [1.402, 0.184, 1.911], [1.782, 1.170, 2.828], [0.820, 1.733, 3.658], [-0.505, 1.338, 3.518], [-0.897, 0.522, 2.444], [0.047, 0.183, 1.460], [3.822, -3.229, 2.091], [2.142, -3.723, 1.651], [2.735, -3.925, 3.344], [1.361, -1.965, 3.112], [4.232, -1.412, 3.507], [2.903, -0.503, 4.300], [3.194, -2.225, 4.698], [3.384, -0.643, 1.468], [2.023, -1.513, 0.727], [2.841, 1.407, 2.976], [1.090, 2.474, 4.420], [-1.241, 1.683, 4.248], [-1.938, 0.195, 2.391]],
  "forces_ev_per_angstrom": [[-0.7, 1.1, -1.7], [-0.2, -0.6, 0.7], [0.2, 0.5, 0.8], [1.3, -0.3, 3.3], [0.2, 0.3, -0.4], [-0.3, 0.3, -0.2], [0.0, -0.1, 0.4], [0.8, -1.0, -1.4], [-0.7, 0.6, -0.1], [-0.2, -0.3, 0.6], [0.8, 1.1, -1.0], [-0.2, 0.3, 0.4], [-0.7, -0.6, -0.3], [-0.2, -0.3, -0.4], [0.0, 0.1, 0.3], [-0.2, -0.3, -0.1], [-0.1, -0.5, -0.2], [-0.1, 0.0, 0.2], [-0.1, 0.0, -0.3], [0.3, 0.3, 0.0], [0.1, -0.3, 0.0], [0.1, -0.2, -0.1], [-0.1, -0.1, 0.0], [0.2, -0.1, 0.2], [0.0, -0.3, -0.2], [0.1, 0.3, -0.1], [0.1, 0.1, -0.2], [-0.2, 0.1, 0.0], [0.2, 0.0, 0.3], [0.1, -0.2, -0.1], [0.0, 0.2, -0.2], [0.1, 0.1, -0.2], [-0.2, 0.0, 0.3], [-0.2, 0.1, -0.3], [0.3, 0.2, 0.2], [0.2, -0.3, -0.2], [-3.8, 0.0, 1.6], [-0.1, 0.1, -0.1], [0.0, -0.2, -0.3], [-0.2, 0.2, 0.0], [0.2, 0.0, 0.1], [0.0, -0.1, -0.1], [0.2, 0.0, 0.1], [-0.2, -0.1, 0.0], [0.0, 0.2, -0.2], [0.1, -0.3, 0.3], [-0.1, 0.0, -0.2], [0.2, 0.2, 0.1], [-0.2, 0.0, 0.1], [0.0, 0.1, 0.3], [0.2, -0.2, 0.0], [0.0, 0.0, -0.2], [-0.1, 0.2, 0.1], [-0.1, 0.1, -0.2], [-0.3, -0.1, -0.4], [0.0, 0.2, 0.1], [0.1, -0.2, 0.1], [3.0, -0.1, -0.7], [-0.7, 0.0, 0.1], [0.5, 0.1, -0.9], [-0.1, -0.1, -0.1], [-0.3, -0.1, 0.3], [0.2, 0.0, 0.4], [-0.1, 0.4, 0.1], [2.8, -0.4, -0.1], [0.5, 0.8, 0.6], [2.8, 0.9, -0.4], [-3.5, -1.8, -0.9], [-0.4, 0.9, 2.3], [-1.5, -0.6, -1.2], [-0.2, -0.2, 0.0], [0.2, 0.0, 0.2], [0.1, 0.0, -0.4], [0.5, 0.0, -0.1], [-0.2, 0.1, 0.1], [-0.1, -0.3, -0.3], [-0.1, 0.2, -0.1], [-0.2, 0.0, 0.2], [0.0, 0.1, 0.2], [-0.3, 0.0, 0.0], [0.0, -0.4, -0.3], [0.2, -0.2, -0.3], [0.2, 0.4, -0.2]],
  "lowdin_spin": [0.539, 0.054, 0.053, 0.685, 0.001, 0.000, 0.001, 0.078, 0.037, 0.021, 0.075, 0.010, 0.039, 0.007, 0.000, 0.000, 0.006, 0.002, 0.002, 0.000, 0.000, 0.016, 0.001, 0.000, 0.000, 0.001, 0.016, 0.001, 0.000, 0.001, 0.000, 0.010, 0.004, 0.000, 0.000, 0.003, 0.084, 0.004, 0.000, 0.000, 0.001, 0.004, 0.001, 0.000, 0.000, 0.001, 0.001, 0.000, 0.000, 0.001, 0.000, 0.001, 0.000, 0.004, 0.003, 0.002, 0.002, 0.052, 0.114, 0.087, 0.009, 0.047, 0.000, 0.087, 0.446, 0.067, 0.295, 0.227, 0.128, 0.620, 0.001, 0.000, 0.002, 0.004, 0.001, 0.000, 0.001, 0.007, 0.005, 0.003, 0.013, 0.009, 0.007],
  "charge": 2,
  "s2": 6.03,
  "spin_multiplicity": 5
}


no.,DFT total energy (eV),F_max (eV/Å)
1,-115769.053,4.2
2,-54215.084,4.1